14
Properties=species:S:1:pos:R:3 method="wB97M-V/def2-TZVPD" gap_ev=9.90 fmax_ev_per_a=2.56 de_lowest_kcal_mol=18.3 homo_energy_ev=-9.0 spin_multiplicity=1 total_charge=0
C -2.171 -0.934 -0.104
C -0.837 -0.434 -0.401
C 0.177 -0.191 0.729
C 1.631 -0.562 0.581
H -2.847 -0.666 -0.928
H -2.553 -0.555 0.841
H -2.194 -2.062 -0.055
H -0.429 -0.865 -1.326
H -0.200 -0.386 1.738
H 1.660 -1.650 0.694
H 2.197 0.036 1.314
H 1.994 0.573 -1.034
O 2.090 -0.356 -0.756
S -0.447 1.321 -0.002

14
Properties=species:S:1:pos:R:3 method="wB97M-V/def2-TZVPD" gap_ev=9.12 fmax_ev_per_a=3.93 de_lowest_kcal_mol=61.4 homo_energy_ev=-8.4 spin_multiplicity=1 total_charge=0
C 0.218 1.140 -1.412
C -0.108 -0.190 -0.976
C -0.456 0.496 2.061
C 0.515 -0.859 0.003
O -1.257 1.173 1.483
S 0.200 -2.523 0.481
H 0.729 0.969 -2.515
H 0.945 1.642 -0.669
H -0.942 -0.765 -1.460
H 0.276 0.900 2.760
H -0.322 -0.628 2.144
H 1.503 -0.406 0.318
H -0.615 1.832 -1.696
H -0.686 -2.780 -0.521

14
Properties=species:S:1:pos:R:3 method="wB97M-V/def2-TZVPD" gap_ev="7.79 / 8.66" fmax_ev_per_a=2.17 de_lowest_kcal_mol=31.7 homo_energy_ev="-6.9 / -10.2" spin_multiplicity=3 total_charge=0
C 0.699 1.050 -0.328
C 1.575 0.408 0.686
C 0.782 -0.464 -0.260
C -0.327 -1.256 0.244
O -3.326 0.898 0.238
S -2.534 -0.307 -0.211
H -0.220 1.500 0.010
H 1.153 1.538 -1.176
H 2.646 0.453 0.558
H 1.252 0.434 1.716
H 1.320 -0.923 -1.083
H -0.458 -1.323 1.312
H -0.610 -2.138 -0.303
H -1.953 0.129 -1.405

15
Properties=species:S:1:pos:R:3 method="wB97M-V/def2-TZVPD" gap_ev=9.63 fmax_ev_per_a=2.97 de_lowest_kcal_mol=29.1 homo_energy_ev=-9.0 spin_multiplicity=1 total_charge=0
C -0.538 0.652 0.706
C 0.148 1.325 -0.426
C 0.947 0.060 -0.617
C -0.209 -0.694 0.099
H -2.671 -0.344 1.151
H 0.019 0.833 1.634
H -0.505 1.509 -1.306
H 0.715 2.236 -0.328
H 1.815 0.155 0.079
H 1.484 -1.833 -1.752
H -0.979 -0.943 -0.646
H 0.786 -1.593 1.512
O -0.056 -1.757 1.066
S -2.340 0.982 1.031
S 1.386 -0.588 -2.202